Entry 1:
Entry from the Open Molecules 2025 dataset: C26H62Br6O16P4 as an isolated structure at a distorted geometry (ωB97M-V with the def2-TZVPD basis set).

## Properties
Energy relative to the best compared isomer or geometry (same formula, charge and spin) ... 87.9 kcal/mol
E_HOMO ... -10.2 eV
E ... -518145.12545 eV

XYZ file:
```
114
Properties=species:S:1:pos:R:3:lowdin_charge:R:1
C 0.9306 -6.8408 2.4416 -1.527
Br 0.0374 -5.4646 1.3059 0.549
Br 2.8793 -6.9625 2.0047 0.500
Br 0.1752 -8.6083 2.4677 0.579
H 0.7944 -6.5607 3.4862 -0.031
C 0.4389 -1.9760 0.3902 -1.444
Br -0.1077 -0.7826 1.9317 0.589
Br 2.2315 -2.7743 0.7422 0.526
Br 0.4579 -0.9064 -1.2411 0.667
H -0.2630 -2.8063 0.3124 -0.074
C -3.3877 -3.0390 -2.0576 -0.069
C -3.2427 -1.7909 -1.2734 -0.328
O -4.3607 -1.6401 -0.4358 -0.178
P -4.4215 -2.4956 0.9944 0.527
O -3.1164 -2.8101 1.5792 -0.249
O -5.4013 -1.6593 1.9621 -0.165
C -4.9272 -0.6549 2.7654 -0.331
C -5.3537 -0.9596 4.1817 -0.054
O -5.2900 -3.8061 0.5311 -0.191
C -5.7259 -4.7992 1.4086 -0.271
C -7.2033 -4.5479 1.8784 -0.053
H -3.2804 -3.9399 -1.4535 0.081
H -4.3262 -3.0990 -2.6088 0.089
H -2.6344 -2.9784 -2.8431 0.080
H -2.2958 -1.7592 -0.7343 0.057
H -3.2413 -0.8248 -1.7781 0.123
H -3.8623 -0.4414 2.6742 0.113
H -5.3507 0.3130 2.4972 0.108
H -4.8289 -1.8502 4.5273 0.083
H -5.0968 -0.0960 4.7951 0.076
H -6.4361 -1.0885 4.1778 0.083
H -5.7094 -5.7722 0.9177 0.116
H -5.0323 -4.8583 2.2473 0.112
H -7.3041 -3.4913 2.1267 0.063
H -7.9776 -4.9890 1.2507 0.071
H -7.3298 -5.0869 2.8174 0.067
C 5.8604 -1.5007 0.8124 -0.061
C 6.4481 -2.7441 1.6252 -0.252
O 7.6466 -2.2882 2.2636 -0.223
P 8.9972 -3.2871 2.2154 0.511
O 10.1869 -2.7037 2.9158 -0.249
O 8.3876 -4.6282 2.8960 -0.210
C 7.7068 -4.6595 4.1252 -0.281
C 8.6529 -5.1644 5.1851 -0.059
O 9.2359 -3.5547 0.6701 -0.183
C 9.5815 -2.4291 -0.1378 -0.285
C 8.8634 -2.7390 -1.4153 -0.070
H 4.9861 -1.7549 0.2131 0.020
H 5.4546 -0.7368 1.4757 0.070
H 6.6644 -1.0636 0.2204 0.064
H 5.7160 -3.1405 2.3289 0.110
H 6.6657 -3.4725 0.8440 0.098
H 7.3607 -3.6276 4.1849 0.111
H 6.8983 -5.3555 3.9016 0.121
H 8.2092 -5.3350 6.1660 0.077
H 9.0766 -6.1418 4.9541 0.082
H 9.4450 -4.4166 5.2241 0.080
H 9.3211 -1.4338 0.2222 0.117
H 10.6532 -2.3120 -0.2988 0.124
H 8.8157 -1.8585 -2.0560 0.084
H 9.4314 -3.5548 -1.8626 0.087
H 7.8393 -3.0038 -1.1524 0.071
C 1.1843 2.1000 -2.4347 -0.083
C 0.3402 2.1686 -3.7623 -0.239
O -0.5772 3.2820 -3.7037 -0.201
P -1.3538 3.9268 -4.9760 0.543
O -2.3574 5.0005 -4.6406 -0.247
O -0.1757 4.4515 -5.9772 -0.201
C 0.5285 5.6247 -5.6830 -0.289
C 1.9057 5.1659 -5.2776 -0.078
O -2.0384 2.5842 -5.6845 -0.201
C -2.7633 2.6751 -6.9015 -0.289
C -1.8890 2.0804 -7.9617 -0.086
H 1.6736 1.1288 -2.5087 0.014
H 1.8819 2.9362 -2.3875 0.079
H 0.5768 1.9605 -1.5405 0.018
H 1.0674 2.3542 -4.5528 0.099
H -0.1745 1.2698 -4.1018 0.112
H 0.6583 6.2288 -6.5810 0.125
H 0.1564 6.1768 -4.8199 0.121
H 2.6240 5.9209 -4.9582 0.083
H 1.8853 4.4046 -4.4979 0.053
H 2.2716 4.6681 -6.1756 0.081
H -3.7034 2.1287 -6.8261 0.123
H -2.9684 3.7105 -7.1737 0.118
H -1.0001 2.6869 -8.1353 0.073
H -1.5527 1.1069 -7.6048 0.079
H -2.3825 1.9517 -8.9250 0.079
C -1.3399 2.1279 0.7352 -0.108
C -2.2373 2.6004 -0.4069 -0.270
O -3.5213 3.0560 0.0098 -0.192
P -3.7936 4.6380 0.4259 0.504
O -4.2586 5.5125 -0.6710 -0.227
O -2.4163 5.0492 1.1539 -0.220
C -2.3527 6.2404 1.9779 -0.220
C -2.1334 5.7224 3.4015 -0.073
O -4.8477 4.5323 1.6899 -0.209
C -4.8294 3.4553 2.6704 -0.268
C -5.5788 4.0211 3.8740 -0.071
H -1.9239 1.5139 1.4207 0.042
H -0.4910 1.5478 0.3734 -0.006
H -0.9213 2.9952 1.2459 0.073
H -1.7874 3.4209 -0.9659 0.109
H -2.4072 1.8524 -1.1814 0.114
H -1.4747 6.8118 1.6768 0.121
H -3.2501 6.8591 1.9792 0.118
H -1.0920 5.4683 3.5986 0.072
H -2.3404 6.5503 4.0797 0.078
H -2.6484 4.8068 3.6921 0.061
H -5.6062 2.7658 2.3395 0.102
H -3.8479 2.9914 2.7675 0.108
H -6.6136 4.1726 3.5671 0.084
H -5.5086 3.3554 4.7342 0.078
H -5.1383 4.9937 4.0936 0.069
```

=====

Entry 2:
Entry from the Open Molecules 2025 dataset: a 8-piece molecular cluster, C26H62ClFNO9 overall at a distorted geometry (ωB97M-V with the def2-TZVPD basis set).

## Properties
Charge ... -1
E_HOMO ... -3.2 eV
E ... -63121.37086 eV

XYZ file:
```
100
Properties=species:S:1:pos:R:3:lowdin_charge:R:1
C 0.2702 -3.6681 -1.3117 -0.038
C 0.9956 -2.7476 -0.1256 -0.355
O 0.4883 -2.7796 1.1116 -0.099
N 2.2041 -1.9469 -0.5579 -0.104
C 3.1272 -1.6019 0.5899 -0.268
C 2.8010 -0.5763 1.8292 -0.051
O 4.3505 -2.2007 0.5686 -0.083
C 1.8469 -0.7496 -1.4103 -0.578
F 1.9440 -1.2685 -2.8257 -0.250
Cl 0.0815 -0.2169 -1.2026 0.452
H -0.6804 -4.2400 -0.9382 0.071
H 0.0326 -2.9920 -2.2586 0.080
H 1.0810 -4.4545 -1.6453 0.079
H 3.8171 -0.0141 2.1044 0.087
H 2.5254 -1.1986 2.8099 0.095
H 1.9587 0.2279 1.5732 0.083
C 1.8112 -9.0768 -3.6246 -0.073
C 1.8603 -7.8033 -2.7956 -0.497
C 2.5898 -8.0260 -1.4803 -0.060
O 0.5317 -7.3613 -2.5296 -0.075
H 1.2739 -9.8701 -3.0929 0.078
H 1.2726 -8.9046 -4.5626 0.077
H 2.8186 -9.4339 -3.8594 0.076
H 2.3609 -7.0125 -3.3648 0.142
H 2.0801 -8.7820 -0.8725 0.081
H 2.6066 -7.1043 -0.8888 0.084
H 3.6206 -8.3516 -1.6508 0.077
H 0.0795 -8.0572 -2.0244 0.064
C -5.0426 -0.5022 -0.0103 -0.074
C -4.3243 -1.3723 -1.0293 -0.505
C -4.0138 -2.7485 -0.4623 -0.074
O -3.1095 -0.7375 -1.4197 -0.094
H -4.4222 -0.3473 0.8796 0.082
H -5.2486 0.4891 -0.4280 0.076
H -5.9894 -0.9560 0.2986 0.072
H -4.9434 -1.4753 -1.9271 0.135
H -3.3569 -2.6733 0.4115 0.088
H -3.4859 -3.3594 -1.2024 0.074
H -4.9298 -3.2696 -0.1670 0.073
H -2.5533 -0.6419 -0.6288 0.043
C 2.7951 4.0218 3.6046 -0.063
C 3.6662 3.4656 2.4896 -0.484
C 3.9720 4.5261 1.4438 -0.061
O 2.9978 2.3701 1.8697 -0.079
H 1.8325 4.3699 3.2133 0.078
H 2.5729 3.2443 4.3434 0.075
H 3.2885 4.8566 4.1119 0.073
H 4.6025 3.0827 2.9101 0.139
H 3.0512 4.8921 0.9759 0.060
H 4.5894 4.1083 0.6413 0.083
H 4.5007 5.3760 1.8863 0.075
H 2.1653 2.7007 1.4934 0.089
C 0.9748 5.8568 8.2552 -0.071
C 1.6931 4.9867 7.2362 -0.507
C 2.0035 3.6105 7.8032 -0.064
O 2.9079 5.6216 6.8458 -0.067
H 1.5952 6.0117 9.1451 0.078
H 0.7688 6.8481 7.8375 0.079
H 0.0280 5.4031 8.5640 0.079
H 1.0740 4.8837 6.3384 0.138
H 2.6605 3.6857 8.6770 0.080
H 2.5315 2.9996 7.0631 0.076
H 1.0876 3.0895 8.0985 0.081
H 3.4641 5.7171 7.6367 0.091
C -3.7174 -8.8500 -0.8751 -0.069
C -2.9153 -7.7946 -0.1305 -0.492
C -3.6877 -6.4900 -0.0161 -0.067
O -1.6902 -7.5591 -0.8196 -0.070
H -3.9428 -8.5228 -1.8963 0.081
H -3.1443 -9.7794 -0.9606 0.077
H -4.6594 -9.0652 -0.3612 0.077
H -2.6631 -8.1619 0.8702 0.141
H -3.9121 -6.0791 -1.0069 0.080
H -3.0934 -5.7359 0.5111 0.083
H -4.6288 -6.6344 0.5235 0.080
H -1.9044 -7.2326 -1.7093 0.093
C -1.3092 5.2632 -1.2835 -0.061
C -0.4723 5.2080 -0.0153 -0.499
C 0.0221 6.5895 0.3830 -0.069
O 0.6453 4.3486 -0.2241 -0.061
H -0.7207 5.6456 -2.1250 0.062
H -1.6478 4.2604 -1.5649 0.087
H -2.1859 5.9046 -1.1501 0.079
H -1.0666 4.7807 0.7996 0.139
H 0.6578 7.0190 -0.3995 0.081
H 0.6332 6.5327 1.2902 0.071
H -0.8146 7.2706 0.5663 0.076
H 1.1788 4.7202 -0.9461 0.097
C -1.2032 4.2262 -6.1710 -0.062
C -1.4994 5.6413 -5.7008 -0.502
C -1.3390 6.6458 -6.8308 -0.072
O -0.6130 5.9810 -4.6377 -0.069
H -0.1712 4.1402 -6.5293 0.083
H -1.3106 3.5157 -5.3444 0.087
H -1.8793 3.9290 -6.9786 0.079
H -2.5197 5.6919 -5.3054 0.140
H -0.3118 6.6457 -7.2125 0.079
H -1.5432 7.6613 -6.4747 0.077
H -2.0192 6.4212 -7.6581 0.078
H 0.2955 5.9388 -4.9795 0.096
```

=====

Entry 3:
Entry from the Open Molecules 2025 dataset: a 9-piece molecular cluster, C26H62I2N3O8S overall at a distorted geometry (ωB97M-V with the def2-TZVPD basis set).

## Properties
Energy relative to the best compared isomer or geometry (same formula, charge and spin) ... 199.3 kcal/mol
Charge ... +1
E_HOMO ... -11.6 eV
E ... -75835.45329 eV

XYZ file:
```
102
Properties=species:S:1:pos:R:3:lowdin_charge:R:1
C -0.6953 2.6999 -3.5051 -0.140
C 0.4735 1.7444 -4.1421 -0.231
C 0.2727 0.1365 -3.9029 -0.213
N -0.3746 -0.2492 -2.5937 -0.018
C 0.5487 0.0630 -1.3957 -0.070
C 1.8020 -0.9668 -1.2148 0.113
C 2.6950 -0.5590 0.1451 -0.139
C 4.0027 -1.4111 0.6424 -0.650
I 3.9817 -2.3914 2.6432 0.844
C 5.2366 -1.6003 -0.1988 -0.646
C 6.5186 -2.4980 0.2935 -0.184
I 5.3819 -0.6862 -2.2288 0.815
C 2.0260 0.7456 0.8595 -0.424
S 2.9176 1.2811 2.4671 0.684
N 0.8717 1.5927 0.5119 0.042
N 0.1552 1.2519 -0.5914 0.039
H -0.2243 3.2946 -2.6110 0.073
H -1.7064 2.1632 -3.2638 0.062
H -0.9532 3.5192 -4.3343 0.101
H 1.5635 2.1222 -3.8333 0.121
H 0.4278 1.9107 -5.3235 0.121
H -0.4120 -0.2991 -4.7725 0.145
H 1.3320 -0.3859 -4.0636 0.131
H -1.3171 0.1764 -2.4568 0.093
H 2.0626 -1.8895 -1.9035 0.142
H 6.2332 -3.4907 0.8634 0.077
H 7.2186 -1.7846 0.9176 0.106
H 7.1015 -2.8300 -0.6741 0.076
H 3.2923 2.6320 2.3519 -0.084
H -0.6967 1.8269 -0.8541 0.174
C -4.1169 -0.7648 0.4421 -0.079
C -3.1113 -1.8721 0.2040 -0.295
O -2.1646 -1.4655 -0.7731 -0.103
H -4.6364 -0.5104 -0.4875 0.069
H -4.8569 -1.0641 1.1897 0.064
H -3.6162 0.1460 0.7865 0.068
H -3.6132 -2.7731 -0.1609 0.123
H -2.5784 -2.1233 1.1262 0.096
H -1.7185 -0.6698 -0.4359 0.038
C 6.5452 -2.8650 -6.1511 -0.096
C 7.8102 -2.1001 -5.8210 -0.324
O 7.5042 -0.7325 -5.5922 -0.104
H 6.0619 -2.4444 -7.0390 0.080
H 6.7644 -3.9206 -6.3349 0.077
H 5.8233 -2.7923 -5.3311 0.055
H 8.5197 -2.1570 -6.6518 0.118
H 8.2925 -2.5065 -4.9268 0.107
H 6.8801 -0.6923 -4.8474 0.002
C 1.6620 0.7103 6.5136 -0.091
C 2.3956 1.9959 6.8345 -0.316
O 3.4776 2.1750 5.9326 -0.100
H 2.3402 -0.1467 6.5806 0.077
H 0.8273 0.5550 7.2030 0.079
H 1.2746 0.7304 5.4897 0.049
H 2.7999 1.9627 7.8505 0.117
H 1.7273 2.8590 6.7570 0.112
H 3.1074 2.2117 5.0341 0.021
C 6.8850 -1.9883 6.0563 -0.092
C 7.3993 -3.1610 5.2473 -0.328
O 7.5210 -2.7917 3.8815 -0.136
H 5.9121 -1.6574 5.6784 0.060
H 6.7810 -2.2579 7.1111 0.079
H 7.5651 -1.1341 5.9760 0.077
H 6.7059 -4.0046 5.3125 0.113
H 8.3777 -3.4895 5.6108 0.112
H 8.1452 -2.0475 3.8335 0.089
C -5.8441 2.4634 -1.5146 -0.081
C -4.8334 2.4162 -2.6417 -0.326
O -4.3032 1.1045 -2.7631 -0.115
H -5.3792 2.1673 -0.5684 0.065
H -6.2591 3.4692 -1.4047 0.080
H -6.6640 1.7618 -1.6997 0.083
H -4.0050 3.1023 -2.4421 0.104
H -5.2936 2.6985 -3.5936 0.100
H -5.0455 0.5042 -2.9486 0.092
C -6.2753 0.6068 4.4852 -0.085
C -6.7052 0.7040 3.0361 -0.324
O -6.8696 -0.5967 2.4907 -0.103
H -5.3352 0.0521 4.5712 0.063
H -6.1397 1.6014 4.9193 0.080
H -7.0207 0.0632 5.0748 0.077
H -5.9475 1.2284 2.4463 0.104
H -7.6512 1.2461 2.9429 0.111
H -7.5503 -1.0510 3.0160 0.094
C -0.9550 -1.1763 3.5573 -0.087
C -2.0927 -0.3656 4.1427 -0.319
O -1.8320 1.0211 3.9838 -0.086
H -0.0096 -0.9228 4.0480 0.064
H -1.1383 -2.2479 3.6758 0.083
H -0.8300 -0.9555 2.4922 0.053
H -2.1999 -0.5727 5.2116 0.121
H -3.0394 -0.6040 3.6484 0.095
H -1.7469 1.1962 3.0309 0.074
C -6.3134 2.3472 -7.4674 -0.092
C -6.0153 1.3132 -6.4014 -0.334
O -7.0522 1.3039 -5.4314 -0.099
H -6.4072 3.3430 -7.0219 0.079
H -5.5210 2.3704 -8.2207 0.076
H -7.2651 2.1294 -7.9631 0.076
H -5.0748 1.5469 -5.8938 0.102
H -5.9330 0.3128 -6.8372 0.110
H -7.8816 1.0871 -5.8908 0.092
```

=====

Entry 4:
Entry from the Open Molecules 2025 dataset: C26H62O24Tl as an isolated structure at a distorted geometry (ωB97M-V with the def2-TZVPD basis set).

## Properties
Energy relative to the best compared isomer or geometry (same formula, charge and spin) ... 66.5 kcal/mol
Charge ... +1
E_HOMO ... -10.9 eV
E ... -81782.30596 eV

XYZ file:
```
113
Properties=species:S:1:pos:R:3:lowdin_charge:R:1
Tl 11.4178 1.3685 -21.2096 1.156
C 12.3952 -3.5751 -21.0164 0.172
C 12.0165 -2.2618 -20.7508 -0.278
C 11.8140 -1.8598 -19.2971 -0.273
O 11.3416 -0.7834 -19.0186 0.055
C 12.3700 -2.7730 -18.3038 0.227
C 12.8155 -4.0551 -18.6494 -0.325
C 12.8548 -4.4900 -20.0738 -0.292
O 13.0316 -5.6883 -20.3876 0.184
O 12.9890 -4.8189 -17.6856 0.189
O 11.7565 -1.4597 -21.6618 0.009
H 12.3283 -4.0667 -21.9801 0.139
H 12.3896 -2.5351 -17.2480 0.155
C 16.4531 -2.8950 -18.0673 -0.289
C 16.8466 -1.7499 -18.9490 -0.236
O 16.4059 -0.4722 -18.5090 -0.071
O 17.2035 -3.0143 -16.9094 -0.008
H 16.3363 -3.7154 -18.7843 0.127
H 15.3832 -2.8685 -17.7987 0.108
H 16.5200 -1.8999 -19.9807 0.116
H 17.9343 -1.6319 -18.8933 0.130
H 16.0919 -0.6282 -17.6132 0.065
H 16.8495 -2.3954 -16.2670 0.093
C 14.9470 0.3677 -22.7099 -0.210
C 14.0770 0.7653 -23.9146 -0.211
O 12.7979 0.1232 -23.8353 -0.156
O 14.6505 1.1226 -21.5063 -0.129
H 15.9816 0.5444 -23.0184 0.120
H 14.8843 -0.7006 -22.5089 0.112
H 14.5050 0.6311 -24.9085 0.127
H 13.8234 1.8263 -23.8419 0.116
H 12.8973 -0.7110 -24.3140 0.050
H 15.0540 1.9736 -21.7079 0.089
C 13.0774 -8.5049 -14.4351 -0.253
C 12.9246 -7.0292 -14.2968 -0.235
O 12.0475 -6.4450 -15.2654 -0.075
O 13.1174 -8.9844 -15.7848 -0.046
H 12.2626 -9.0536 -13.9503 0.119
H 13.9876 -8.8052 -13.9072 0.120
H 13.8671 -6.5143 -14.5095 0.115
H 12.6167 -6.7323 -13.2923 0.119
H 11.6905 -5.5787 -15.0756 0.065
H 13.4864 -9.8500 -15.5793 0.083
C 8.6230 -1.4256 -17.0959 -0.232
C 7.7629 -2.1649 -16.0528 -0.201
O 6.4721 -1.5504 -15.9134 -0.058
O 7.9464 -1.4323 -18.3400 -0.074
H 9.5465 -2.0135 -17.1285 0.099
H 8.9692 -0.4088 -16.8897 0.121
H 8.2625 -2.1072 -15.0836 0.122
H 7.6446 -3.2013 -16.3588 0.122
H 6.4869 -0.7116 -15.4446 0.097
H 7.0657 -1.1260 -18.0782 0.098
C 12.6967 -3.7260 -24.7523 -0.207
C 11.1958 -3.9385 -24.7767 -0.189
O 10.3433 -2.7538 -24.6920 -0.078
O 13.1438 -2.6143 -23.9781 -0.073
H 13.1783 -3.8756 -25.7178 0.129
H 13.0593 -4.6372 -24.2592 0.108
H 10.9100 -4.5027 -23.8853 0.094
H 10.7494 -4.2948 -25.7032 0.132
H 10.8578 -2.0100 -24.3561 0.055
H 12.6258 -2.6291 -23.1688 0.022
C 12.0552 -7.9842 -22.9560 -0.253
C 10.7053 -8.0397 -23.7039 -0.223
O 10.8020 -8.3863 -25.1149 -0.080
O 12.4829 -9.2617 -22.5745 -0.044
H 11.7600 -7.3480 -22.1211 0.091
H 12.7699 -7.5037 -23.6289 0.116
H 10.3145 -7.0210 -23.7934 0.094
H 9.8840 -8.5075 -23.1587 0.119
H 10.6870 -9.3307 -25.2552 0.076
H 12.6425 -9.7736 -23.3728 0.087
C 11.7616 2.1279 -17.0949 -0.197
C 13.1010 1.4489 -17.2444 -0.237
O 13.7001 1.8040 -18.4869 -0.088
O 10.8757 1.7258 -18.1630 -0.150
H 11.8397 3.2126 -17.1548 0.129
H 11.2523 1.9122 -16.1526 0.121
H 13.0751 0.3551 -17.2414 0.104
H 13.7712 1.8002 -16.4552 0.128
H 14.6439 1.9199 -18.3530 0.084
H 10.7911 0.7804 -18.0085 0.023
C 15.3628 -8.5079 -20.0572 -0.233
C 16.1481 -8.2171 -18.7556 -0.230
O 15.2734 -7.5993 -17.7767 -0.077
O 14.2270 -9.2760 -19.6679 -0.054
H 16.0531 -9.0284 -20.7224 0.117
H 15.0309 -7.5562 -20.4723 0.098
H 16.9808 -7.5306 -18.9362 0.105
H 16.5878 -9.1411 -18.3748 0.113
H 15.6562 -7.9231 -16.9567 0.068
H 14.4440 -10.1683 -19.9530 0.083
C 9.3425 -5.6836 -20.3968 -0.192
C 8.9898 -5.3369 -18.9530 -0.233
O 10.0447 -5.4708 -18.0224 -0.051
O 9.7781 -7.0515 -20.3055 -0.062
H 10.1264 -5.0084 -20.7378 0.097
H 8.4424 -5.7839 -21.0037 0.128
H 8.2243 -6.0637 -18.6638 0.121
H 8.6527 -4.3067 -18.7902 0.109
H 10.0841 -4.8403 -17.3054 0.067
H 8.9526 -7.5352 -20.2108 0.090
C 7.7648 2.2336 -20.5124 -0.230
C 7.6691 0.7464 -20.8152 -0.203
O 8.8930 0.0807 -20.4639 -0.167
O 8.8528 2.8522 -21.1991 -0.171
H 7.9881 2.3991 -19.4544 0.124
H 6.8620 2.7458 -20.8518 0.130
H 7.3928 0.6610 -21.8671 0.129
H 6.8727 0.3821 -20.1647 0.120
H 8.6486 -0.7139 -19.9646 0.052
H 8.6124 3.7822 -21.1467 0.094
```